C27H34N5O2Pd | ωB97M-V/def2-TZVPD

Net charge   +3
Relative energy (zero: lowest compared OMol25 entry of this formula, charge and spin)   0.00 kcal/mol

XYZ file:
```
69
Properties=species:S:1:pos:R:3:lowdin_charge:R:1
Pd 0.576 -1.378 1.851 0.90
C -0.848 3.277 1.218 0.02
C -0.809 3.672 2.548 0.02
C -0.614 2.712 3.515 0.04
C -0.448 1.369 3.160 -0.16
N -0.493 0.981 1.871 0.15
C -0.698 1.931 0.973 -0.27
C -0.231 0.338 4.218 -0.19
C -0.442 0.625 5.558 0.02
C -0.324 -0.380 6.508 0.00
C -0.016 -1.658 6.085 0.01
C 0.213 -1.870 4.737 -0.10
N 0.133 -0.895 3.823 -0.02
H -0.967 3.994 0.417 0.14
H -0.917 4.714 2.818 0.14
H -0.570 3.018 4.547 0.12
H 0.175 1.149 -0.799 0.14
H -0.713 1.617 5.883 0.12
H -0.485 -0.161 7.554 0.13
H 0.059 -2.485 6.776 0.13
H 0.486 -2.849 4.375 0.12
C -0.342 -2.330 -0.829 -0.08
N 0.888 -2.293 -0.025 -0.38
C 1.978 -1.666 -0.800 -0.06
C 1.281 -3.701 0.316 -0.14
C 2.269 -3.616 1.431 -0.26
C 3.342 -4.476 1.614 -0.01
C 4.228 -4.254 2.660 -0.05
C 4.057 -3.164 3.501 -0.05
C 2.982 -2.296 3.326 -0.10
C 2.085 -2.547 2.302 -0.21
H -0.188 -2.914 -1.742 0.11
H -0.625 -1.315 -1.106 0.06
H -1.148 -2.781 -0.254 0.10
H 2.125 -2.200 -1.744 0.11
H 2.899 -1.693 -0.224 0.10
H 1.728 -0.626 -1.012 0.06
H 1.675 -4.201 -0.574 0.14
H 0.374 -4.224 0.626 0.13
H 3.493 -5.311 0.941 0.13
H 5.064 -4.923 2.808 0.12
H 4.764 -2.981 4.299 0.12
H 2.869 -1.445 3.985 0.10
C -4.076 0.980 -1.205 -0.03
C -3.067 2.084 -0.840 -0.11
C -1.692 1.693 -1.235 -0.21
N -0.703 1.509 -0.425 0.25
H -5.064 1.297 -0.878 0.10
H -3.839 0.046 -0.697 0.09
H -4.120 0.801 -2.278 0.08
H -3.090 2.283 0.228 0.13
H -3.314 3.014 -1.358 0.15
O -1.570 1.494 -2.570 0.12
C -0.382 1.182 -3.237 -0.32
O 0.639 0.958 -2.679 0.19
C -0.553 1.090 -4.746 -0.11
N -1.791 1.791 -5.280 0.13
C -1.331 2.760 -6.379 -0.06
C 0.091 3.079 -5.966 -0.12
C 0.627 1.723 -5.512 -0.08
H -0.647 0.024 -4.960 0.19
H -2.266 2.309 -4.540 0.17
H -2.471 1.123 -5.645 0.20
H -2.024 3.596 -6.412 0.15
H -1.374 2.210 -7.317 0.15
H 0.107 3.812 -5.156 0.13
H 0.659 3.493 -6.796 0.15
H 1.513 1.784 -4.884 0.13
H 0.870 1.097 -6.369 0.14
```



C6H12N2 | ωB97M-V/def2-TZVPD

Net charge   -1
Relative energy (zero: lowest compared OMol25 entry of this formula, charge and spin)   17.36 kcal/mol
Spin multiplicity   2

XYZ file:
```
20
Properties=species:S:1:pos:R:3:lowdin_charge:R:1
C 1.453 0.524 -1.947 -0.20
C 1.544 1.730 -1.007 -0.21
H 1.302 0.860 -2.984 0.05
H 2.394 -0.027 -1.966 0.05
H 0.583 -0.092 -1.725 0.05
H 0.731 2.425 -1.194 0.04
H 1.668 1.399 0.017 0.05
H 2.446 2.309 -1.262 0.04
C -0.843 -2.506 0.239 -0.09
C -1.006 -1.101 0.727 -0.49
C -0.352 -0.503 1.778 -0.18
C -1.881 0.868 0.888 -0.31
N -1.933 -0.290 0.213 0.00
N -0.966 0.761 1.947 -0.05
H -1.302 -2.613 -0.742 0.05
H -1.290 -3.207 0.953 0.05
H 0.411 -0.842 2.463 0.03
H -2.660 1.604 0.985 0.02
H -0.503 1.493 2.458 0.07
H 0.205 -2.791 0.159 0.05
```



C4H13N2OS | ωB97M-V/def2-TZVPD

Net charge   -1
Relative energy (zero: lowest compared OMol25 entry of this formula, charge and spin)   20.52 kcal/mol

XYZ file:
```
21
Properties=species:S:1:pos:R:3:lowdin_charge:R:1
N -2.103 -1.345 0.148 -0.02
C -1.532 -0.052 -0.153 -0.46
C -0.489 0.011 -1.313 -0.70
S -0.558 -1.410 -2.493 0.08
C -0.986 0.535 1.193 -0.19
N 0.463 0.751 1.381 -0.13
C 0.993 1.975 0.830 -0.17
H -2.612 -1.704 -0.643 0.02
H -1.376 -1.999 0.396 0.05
H -2.345 0.595 -0.429 0.10
H -0.714 0.933 -1.839 0.03
H 0.511 -0.021 -0.934 -0.02
H -1.196 -0.206 1.950 0.09
H -1.477 1.435 1.494 0.09
H 0.997 -0.024 1.039 0.08
H 0.207 2.701 0.602 0.07
H 1.568 1.857 -0.082 0.06
H 1.616 2.566 1.518 0.06
H 2.579 -1.730 -0.457 0.02
H 3.099 -2.590 -1.547 0.04
O 3.353 -2.279 -0.661 -0.09
```